(A)
ORCA calculation (ωB97M-V/def2-TZVPD) on a single C3H8NOP molecule.

Calculated values
Charge = 0
HOMO = -7.77 eV
HOMO-LUMO gap = 7.9 eV

Last columns: bonded neighbours and bond lengths (Å).
Geometry (Å):
1 C -1.599 -0.884 -0.022  N4 1.277, H7 1.054, H8 1.062
2 C 0.664 -1.521 -0.190  N4 1.449, H9 1.018, H10 1.076, H11 1.190
3 C 0.352 2.240 -0.105  P6 1.960, H12 1.106, H13 1.031, H14 1.067
4 N -0.405 -0.553 -0.332  C1 1.277, C2 1.449, P6 2.112
5 O -1.819 1.443 -1.778  P6 1.526
6 P -0.334 1.148 -1.582  C3 1.960, N4 2.112, O5 1.526
7 H -2.036 -1.705 0.474  C1 1.054
8 H -2.456 -0.282 -0.203  C1 1.062
9 H 1.323 -1.002 0.386  C2 1.018
10 H 0.505 -2.520 0.177  C2 1.076
11 H 1.069 -1.782 -1.278  C2 1.190
12 H 0.361 3.186 -0.677  C3 1.106
13 H -0.255 2.051 0.707  C3 1.031
14 H 1.272 1.749 0.123  C3 1.067

Partial atomic charges computed with the Löwdin method, in multiples of e:
1 C 0.02
2 C -0.10
3 C -0.27
4 N -0.23
5 O -0.56
6 P 0.74
7 H 0.08
8 H 0.06
9 H 0.04
10 H 0.08
11 H 0.13
12 H 0.03
13 H -0.02
14 H -0.01

=====

(B)
ORCA calculation (ωB97M-V/def2-TZVPD) on a single C3H8NOP molecule.

Calculated values
Charge = 0
HOMO = -7.47 eV
HOMO-LUMO gap = 7.7 eV

Last columns: bonded neighbours and bond lengths (Å).
Geometry (Å):
1 C -1.076 -1.671 0.581  N4 1.252, H7 1.096, H8 1.055
2 C -0.803 0.111 -1.061  N4 1.411, H9 1.038, H10 1.135, H11 1.030
3 C 1.442 1.251 1.007  P6 1.908, H12 1.080, H13 1.125, H14 1.135
4 N -0.710 -0.540 0.186  C1 1.252, C2 1.411, P6 1.942
5 O 0.000 -0.161 2.710  P6 1.435
6 P -0.288 0.713 1.608  C3 1.908, N4 1.942, O5 1.435
7 H -1.635 -2.362 -0.060  C1 1.096
8 H -0.777 -1.863 1.574  C1 1.055
9 H -1.625 -0.080 -1.666  C2 1.038
10 H -0.959 1.218 -0.866  C2 1.135
11 H 0.144 0.052 -1.460  C2 1.030
12 H 1.964 2.114 1.394  C3 1.080
13 H 1.935 0.240 0.978  C3 1.125
14 H 1.165 1.728 0.015  C3 1.135

Partial atomic charges computed with the Löwdin method, in multiples of e:
1 C 0.05
2 C -0.12
3 C -0.27
4 N -0.28
5 O -0.50
6 P 0.65
7 H 0.11
8 H 0.06
9 H 0.07
10 H 0.09
11 H 0.07
12 H 0.01
13 H 0.04
14 H 0.01

=====

Quick one: most stable of them? (B)

=====

(A)
ORCA calculation (ωB97M-V/def2-TZVPD) on a single CH3Cl2OP molecule.

Calculated values
Structure (SMILES) = CP(=O)(Cl)Cl
Charge = 0
HOMO = -9.74 eV
HOMO-LUMO gap = 10.0 eV

Last columns: bonded neighbours and bond lengths (Å).
Geometry (Å):
1 C -0.490 0.805 0.179  P3 1.803, H6 1.103, H7 1.220, H8 1.151
2 O 0.622 -1.666 1.418  P3 1.782
3 P 0.374 -0.754 -0.093  C1 1.803, O2 1.782, Cl4 1.898, Cl5 2.014
4 Cl 2.080 -0.230 -0.737  P3 1.898
5 Cl -0.620 -1.835 -1.471  P3 2.014
6 H 0.320 1.450 0.560  C1 1.103
7 H -0.932 1.390 -0.795  C1 1.220
8 H -1.353 0.839 0.939  C1 1.151

Partial atomic charges computed with the Löwdin method, in multiples of e:
1 C -0.32
2 O -0.56
3 P -0.10
4 Cl 0.44
5 Cl 0.32
6 H 0.02
7 H 0.11
8 H 0.08

=====

(B)
ORCA calculation (ωB97M-V/def2-TZVPD) on a 2-piece molecular cluster, CH3Cl2OP overall.

Calculated values
Charge = 0
HOMO = -10.27 eV
HOMO-LUMO gap = 8.0 eV

Last columns: bonded neighbours and bond lengths (Å).
Geometry (Å):
1 C 0.013 -0.170 -0.120  O2 1.386, P3 1.876, H6 1.097, H7 1.099
2 O -0.060 0.501 1.091  C1 1.386, H8 0.976
3 P -1.673 -0.574 -0.833  C1 1.876, Cl4 1.958
4 Cl -2.493 -1.464 0.706  P3 1.958
5 Cl -2.684 1.916 0.052  no bonds
6 H 0.574 0.391 -0.878  C1 1.097
7 H 0.528 -1.123 0.066  C1 1.099
8 H -0.684 1.245 0.990  O2 0.976

Partial atomic charges computed with the Löwdin method, in multiples of e:
1 C -0.59
2 O -0.18
3 P 0.55
4 Cl 0.24
5 Cl -0.17
6 H 0.08
7 H 0.09
8 H -0.03

=====

Quick one: most stable of them? (A)

=====

(A)
ORCA calculation (ωB97M-V/def2-TZVPD) on an isolated ion of composition CH9N3P and charge +1.

Calculated values
Charge = +1
HOMO = -13.09 eV
HOMO-LUMO gap = 9.0 eV

Last columns: bonded neighbours and bond lengths (Å).
Geometry (Å):
1 C 2.566 0.103 -0.342  N2 1.299, H6 1.107, H13 1.117
2 N 1.551 0.548 0.336  C1 1.299, P5 1.869, H8 1.014
3 N -0.073 -1.137 -0.333  P5 1.624, H7 1.015, H9 1.029
4 N -2.359 0.435 -0.103  P5 2.123, H10 1.054, H11 0.985, H12 1.062
5 P -0.239 0.473 -0.200  N2 1.869, N3 1.624, N4 2.123, H14 1.490
6 H 2.419 -0.457 -1.286  C1 1.107
7 H -0.128 -1.641 0.547  N3 1.015
8 H 1.727 1.090 1.174  N2 1.014
9 H -0.447 -1.578 -1.184  N3 1.029
10 H -2.682 -0.355 0.516  N4 1.054
11 H -2.425 1.210 0.502  N4 0.985
12 H -2.932 0.455 -0.996  N4 1.062
13 H 3.572 0.090 0.143  C1 1.117
14 H -0.551 0.765 1.228  P5 1.490

Partial atomic charges computed with the Löwdin method, in multiples of e:
1 C 0.06
2 N -0.19
3 N -0.24
4 N -0.10
5 P 0.75
6 H 0.10
7 H 0.07
8 H 0.10
9 H 0.07
10 H 0.10
11 H 0.02
12 H 0.12
13 H 0.12
14 H 0.01

=====

(B)
ORCA calculation (ωB97M-V/def2-TZVPD) on an isolated ion of composition CH9N3P and charge +1.

Calculated values
Charge = +1
HOMO = -13.01 eV
HOMO-LUMO gap = 9.3 eV

Last columns: bonded neighbours and bond lengths (Å).
Geometry (Å):
1 C -0.453 1.828 1.944  N2 1.223, H6 1.107, H13 1.161
2 N 0.396 1.425 1.161  C1 1.223, P5 1.889, H8 0.997
3 N -0.963 -0.734 0.084  P5 1.664, H7 1.027, H9 1.016
4 N 0.810 -1.432 -1.664  P5 2.174, H10 1.046, H11 1.109, H12 0.977
5 P 0.553 -0.054 -0.002  N2 1.889, N3 1.664, N4 2.174, H14 1.302
6 H -1.338 1.168 2.019  C1 1.107
7 H -1.798 -0.244 -0.259  N3 1.027
8 H 1.157 2.032 0.944  N2 0.997
9 H -1.264 -1.668 0.348  N3 1.016
10 H 1.823 -1.690 -1.664  N4 1.046
11 H 0.221 -2.362 -1.530  N4 1.109
12 H 0.471 -1.035 -2.490  N4 0.977
13 H -0.480 2.925 2.325  C1 1.161
14 H 0.256 0.821 -0.919  P5 1.302

Partial atomic charges computed with the Löwdin method, in multiples of e:
1 C 0.02
2 N -0.18
3 N -0.24
4 N -0.09
5 P 0.82
6 H 0.10
7 H 0.07
8 H 0.09
9 H 0.06
10 H 0.08
11 H 0.13
12 H 0.03
13 H 0.15
14 H -0.05

=====

Quick one: most stable of them? (A)